Computed, not measured: a molecular structure, C4H3Br2O4, with ωB97M-V with the def2-TZVPD basis set.

Last column: Mulliken charge in e.
Element x y z (Å)
1 C -1.596 0.642 1.722  0.79
2 C 0.130 0.249 -0.839  0.43
3 C 2.214 -0.741 -0.361  -0.62
4 C -1.786 0.299 0.087  -0.09
5 O -1.796 -0.367 2.343  -0.64
6 O -1.263 1.773 1.892  -0.64
7 O 0.375 0.798 -1.847  -0.49
8 O 0.830 -0.506 -0.037  -0.21
9 Br -2.402 1.636 -1.047  -0.09
10 Br -2.385 -1.515 -0.435  -0.16
11 H 2.403 0.077 -1.231  0.28
12 H 2.452 -1.776 -0.733  0.22
13 H 2.823 -0.569 0.485  0.22

Values from the calculation:
- energy relative to the best compared isomer or geometry (same formula, charge and spin) (eV) = 1.471
- E (a.u.) = -5603.20580
- HOMO energy (eV) = -4.569
- frontier orbital gap (eV) = 7.745
- net charge = -1

Computed, not measured: 2 unconnected molecules or ions with the total composition C4H3BrO, with ωB97M-V with the def2-TZVPD basis set.

Last column: Mulliken charge in e.
Element x y z (Å)
1 C -0.513 1.676 -0.556  -0.25
2 C 0.792 1.550 -0.081  -0.28
3 C 2.056 1.837 -0.016  0.88
4 C -0.468 0.976 0.713  -0.43
5 O 3.155 2.072 -0.088  -0.24
6 Br -3.556 0.340 -0.021  -0.59
7 H -0.857 2.057 -1.523  0.38
8 H -0.814 1.659 1.579  0.21
9 H -0.718 -0.107 0.646  0.32

Values from the calculation:
- energy relative to the best compared isomer or geometry (same formula, charge and spin) (eV) = 4.140
- E (a.u.) = -2803.26633
- HOMO energy (alpha / beta) (eV) = -8.400 / -7.284
- frontier orbital gap (alpha / beta) (eV) = 6.043 / 3.841
- net charge = 0

Computed, not measured: 2 unconnected molecules or ions with the total composition C4H3BrO6, with ωB97M-V with the def2-TZVPD basis set.

Last column: Mulliken charge in e.
Element x y z (Å)
1 C -0.990 -0.268 0.008  0.57
2 C 4.649 -1.742 0.129  0.59
3 C 0.037 0.580 0.144  -0.43
4 C 4.122 -0.301 0.452  0.46
5 O -0.696 -1.328 -0.949  -0.52
6 O 4.943 -2.131 1.247  -0.62
7 O -2.115 -0.204 0.588  -0.86
8 O 4.633 -2.186 -0.978  -0.61
9 O -0.386 1.642 0.981  -0.64
10 O 3.633 0.190 1.405  -0.34
11 Br 5.270 1.076 -0.850  -0.49
12 H 0.969 0.454 -0.424  0.33
13 H -1.273 1.437 1.326  0.32
14 H -1.367 -1.491 -1.619  0.24

Values from the calculation:
- E (a.u.) = -3179.67502
- HOMO energy (eV) = 0.539
- frontier orbital gap (eV) = 4.819
- net charge = -2

Computed, not measured: a single C4H3Cl2N3 molecule, with ωB97M-V with the def2-TZVPD basis set.

Last column: Mulliken charge in e.
Element x y z (Å)
1 N -0.131 -0.468 2.823  -0.45
2 C 0.058 -0.154 1.726  0.21
3 C 0.375 0.065 -0.110  0.64
4 N 0.833 -1.069 -0.801  -0.55
5 C 1.227 1.184 -0.023  -0.15
6 N 1.966 2.078 -0.036  -0.37
7 C -1.116 0.387 -0.596  -0.08
8 Cl -1.867 1.815 0.147  -0.11
9 Cl -2.045 -1.067 -0.141  -0.14
10 H 1.772 -1.486 -0.652  0.31
11 H 0.135 -1.891 -0.609  0.31
12 H -1.208 0.606 -1.730  0.38

Values from the calculation:
- energy relative to the best compared isomer or geometry (same formula, charge and spin) (eV) = 2.920
- E (a.u.) = -1238.78536
- HOMO energy (eV) = -11.391
- frontier orbital gap (eV) = 11.307
- net charge = 0
- SMILES = N#CC(N)(C#N)C(Cl)Cl